# 1
Formula: C26H37CoN4O3Sb
Source: OMol25
Level of theory: ωB97M-V/def2-TZVPD

The geometry in XYZ format:
```
72
Properties=species:S:1:pos:R:3:forces:R:3:lowdin_spin:R:1
Co 2.1171 0.6672 0.1955 -1.005 -0.087 0.321 0.93
O 0.7653 2.1829 -3.6784 0.013 0.145 -0.175 0.00
C 0.2786 3.3431 -3.2080 0.104 -0.201 0.191 0.00
C -0.2393 4.2548 -4.1252 -0.060 0.083 -0.111 0.00
C -0.7578 5.4585 -3.6938 0.087 -0.154 -0.028 0.00
C -0.7761 5.7797 -2.3371 -0.047 0.156 0.079 0.00
C -0.2642 4.8892 -1.4208 -0.024 -0.076 -0.085 0.00
C 0.2671 3.6608 -1.8358 -0.133 0.205 -0.167 0.00
C 0.8054 2.7344 -0.8544 0.260 -0.905 0.194 0.00
O 1.3505 1.6268 -1.2627 0.040 0.756 -0.486 0.00
N 0.7059 3.0016 0.4427 -0.332 0.668 -0.016 0.00
N 1.3077 2.0246 1.1254 0.021 0.266 0.975 0.00
C 1.3977 2.0206 2.4206 -0.473 0.693 -0.829 -0.01
C 2.1863 0.9403 2.9243 0.699 -1.044 0.247 0.00
C 2.4976 0.7225 4.2691 -0.398 0.475 -0.297 0.00
C 3.3031 -0.3351 4.6206 0.283 -0.401 -0.257 0.00
C 3.7963 -1.1703 3.6175 -0.156 0.193 0.529 0.00
C 3.4545 -0.9051 2.3102 0.004 -0.168 -0.387 0.00
N 2.6685 0.1102 1.9521 0.268 0.196 0.898 -0.01
H 1.1796 1.7044 -2.9256 -0.091 0.002 -0.019 0.00
H -0.2118 3.9929 -5.1747 -0.006 0.000 0.010 0.00
H -1.1409 6.1600 -4.4237 -0.035 0.005 0.015 0.00
H -1.1842 6.7263 -2.0093 0.012 -0.009 0.011 0.00
H -0.2577 5.1102 -0.3628 -0.019 0.027 -0.003 0.00
H 0.9386 2.7953 3.0200 0.045 0.008 0.069 0.00
H 2.1061 1.4121 5.0054 0.001 -0.060 0.044 0.00
H 3.5601 -0.5157 5.6555 -0.028 0.022 0.016 0.00
H 4.4275 -2.0137 3.8551 0.027 0.004 -0.054 0.00
H 3.8120 -1.5308 1.5024 -0.032 0.091 -0.074 0.00
O 4.7646 -1.7249 -1.9910 -0.073 0.027 0.037 0.01
C 3.9733 -1.0845 -1.3759 -0.081 0.072 0.068 0.01
N 3.1771 -0.4629 -0.7530 0.984 -0.975 -0.786 0.01
C -2.0012 -3.1122 1.7375 0.007 0.011 0.114 0.00
C -1.0469 -1.9514 1.9810 0.144 0.188 -0.707 0.01
C -1.6838 -0.9001 2.8827 0.019 -0.091 -0.022 0.00
C 0.2405 -2.4541 2.6249 -0.037 0.023 0.025 0.00
Sb -0.4315 -0.8856 0.0897 -0.146 -0.196 0.009 0.03
C -2.3408 0.0882 -0.6144 0.475 -0.413 0.255 0.01
C -2.1702 0.3988 -2.0972 0.012 0.019 0.062 0.00
C -2.4856 1.3848 0.1753 -0.032 -0.057 -0.026 0.00
C -3.5642 -0.7932 -0.3975 -0.015 0.062 -0.085 0.00
C -0.0069 -2.4841 -1.4291 -0.428 0.427 0.499 0.01
C 1.0650 -3.3743 -0.8111 -0.029 0.019 -0.025 0.00
C -1.2450 -3.2915 -1.7963 0.107 -0.064 -0.063 0.00
C 0.5378 -1.7637 -2.6583 0.007 0.034 0.005 0.00
H -2.3257 -3.5288 2.7001 0.020 -0.020 -0.003 0.00
H -1.5172 -3.9155 1.1796 -0.022 0.008 0.028 0.00
H -2.8938 -2.8027 1.1955 0.016 -0.079 0.019 0.00
H -1.8592 -1.3292 3.8767 -0.012 0.001 0.007 0.00
H -2.6446 -0.5622 2.4937 0.019 0.034 0.057 0.00
H -1.0287 -0.0329 3.0066 -0.046 0.040 0.010 0.00
H 0.0074 -2.9277 3.5865 0.007 -0.008 0.008 0.00
H 0.9336 -1.6326 2.8165 -0.023 -0.050 0.035 0.00
H 0.7477 -3.1936 2.0035 0.029 0.026 0.037 0.00
H -1.2276 0.9108 -2.3010 -0.009 0.010 -0.067 0.00
H -2.9834 1.0565 -2.4260 -0.011 -0.004 0.001 0.00
H -2.2116 -0.5061 -2.7054 0.011 0.058 -0.009 0.00
H -1.6303 2.0424 0.0370 0.051 0.086 0.007 0.00
H -2.5994 1.1974 1.2444 -0.007 0.062 -0.023 0.00
H -3.3777 1.9210 -0.1698 -0.013 0.000 0.014 0.00
H -3.4473 -1.7796 -0.8493 -0.063 0.035 0.044 0.00
H -4.4357 -0.3168 -0.8638 -0.009 0.008 0.016 0.00
H -3.7902 -0.9156 0.6624 -0.021 -0.031 -0.030 0.00
H 0.6545 -3.9987 -0.0140 0.029 0.006 -0.010 0.00
H 1.8909 -2.7810 -0.4128 0.041 -0.049 -0.009 0.00
H 1.4764 -4.0398 -1.5779 -0.006 -0.018 -0.001 0.00
H -1.6531 -3.8307 -0.9404 -0.031 0.020 -0.070 0.00
H -0.9780 -4.0320 -2.5608 -0.016 -0.012 0.007 0.00
H -2.0269 -2.6577 -2.2172 0.010 -0.061 -0.010 0.00
H 1.3312 -1.0632 -2.3977 0.058 -0.009 -0.024 0.00
H -0.2456 -1.2181 -3.1867 0.073 -0.021 0.007 0.00
H 0.9588 -2.5008 -3.3511 -0.012 -0.009 -0.013 0.00
```
Positions in Å, forces in eV/Å.

## Properties
HOMO (spin up / spin down) = -7.629 / -8.210 eV
Net charge = 0
2S+1 = 2
Gap between HOMO and LUMO (spin up / spin down) = 6.465 / 7.069 eV

=====

# 2
Formula: C26H37N2O2S
Source: OMol25
Level of theory: ωB97M-V/def2-TZVPD

The geometry in XYZ format:
```
68
Properties=species:S:1:pos:R:3:forces:R:3:nbo_charge:R:1
C -1.6839 4.0632 -1.0264 -0.147 0.319 -0.730 -0.11
C -0.7738 3.2909 -0.9955 0.161 -0.643 0.156 -0.07
C 0.2492 2.2776 -1.0904 -0.890 1.522 0.120 0.10
N 0.0861 1.2472 -0.3022 0.412 -0.399 0.023 -0.12
N 0.9859 0.2841 -0.4003 0.185 0.989 -0.412 -0.09
C 0.7778 -0.9080 0.4713 -1.076 -0.591 -0.155 -0.24
C -0.4799 -0.8443 1.2960 0.019 0.220 0.543 -0.08
C -1.7639 -0.7880 0.7686 0.079 -0.181 -0.570 -0.14
C -2.8686 -0.7743 1.5971 0.156 0.044 -0.265 -0.22
C -2.6982 -0.8255 2.9722 -0.242 -0.027 0.498 -0.21
C -1.4340 -0.8766 3.5397 0.168 -0.039 -0.243 0.01
C -1.1938 -0.9603 5.0169 0.038 -0.159 0.417 -0.64
C -0.3419 -0.8834 2.6740 0.299 0.020 0.188 -0.19
C 2.0071 0.3674 -1.2599 1.477 -1.525 -0.817 0.31
C 2.9592 -0.8099 -1.3021 0.075 0.168 0.846 -0.47
C 3.9311 -0.7740 -0.0824 0.425 0.062 -0.530 -0.39
C 5.2048 0.0577 -0.3953 -0.590 0.413 0.701 -0.44
C 5.1505 1.4623 0.2358 0.284 0.397 -0.499 -0.06
O 6.3406 1.7135 0.9766 -0.375 -0.185 0.113 -0.71
C 2.2356 1.4795 -2.0991 -1.671 1.319 -0.330 -0.05
C 3.3850 1.5893 -3.0207 -0.058 -0.480 -0.298 -0.27
C 3.5889 0.8047 -4.1036 0.286 0.412 0.328 -0.31
C 1.2976 2.5029 -2.0111 0.714 -0.834 0.450 0.13
C 1.4203 3.7273 -2.8468 -0.525 0.001 0.250 -0.59
S 0.9118 3.2976 -4.5453 0.259 0.145 -0.487 0.22
C -0.6383 4.2052 -4.8336 -0.739 -0.799 0.436 -0.52
C -1.9138 3.3575 -4.5653 0.326 0.408 0.456 -0.62
H -2.4456 4.7398 -1.3394 -0.141 0.106 0.523 0.25
H 1.6185 -1.0784 1.1346 0.216 0.279 -0.197 0.24
H 0.6987 -1.7629 -0.2028 0.144 0.053 -0.057 0.23
H -1.9106 -0.7781 -0.3068 0.002 0.061 0.037 0.20
H -3.8477 -0.7252 1.1398 -0.091 -0.071 0.192 0.24
H -3.5578 -0.8451 3.6342 -0.057 0.084 -0.110 0.23
H -0.7973 -1.9420 5.2904 -0.052 -0.016 -0.080 0.23
H -2.0917 -0.8076 5.6152 -0.075 0.036 -0.174 0.23
H -0.4504 -0.2383 5.3593 -0.039 0.084 -0.146 0.23
H 0.6526 -0.9417 3.1105 -0.017 0.051 -0.041 0.20
H 2.4128 -1.7504 -1.3575 -0.121 0.059 0.149 0.24
H 3.5794 -0.7769 -2.1861 -0.190 0.110 -0.179 0.25
H 4.1866 -1.8043 0.1645 0.041 0.055 0.075 0.23
H 3.4805 -0.3046 0.7921 -0.192 -0.307 0.058 0.20
H 6.0889 -0.4085 0.0371 0.020 -0.153 -0.243 0.25
H 5.3008 0.1775 -1.4727 0.360 -0.251 -0.006 0.20
H 4.2708 1.6022 0.8754 0.005 -0.184 0.004 0.15
H 5.0882 2.2156 -0.5625 -0.136 -0.012 0.057 0.15
H 6.1148 2.3676 1.6447 0.281 0.046 0.029 0.47
H 4.0928 2.3982 -2.8310 0.707 -0.893 0.954 0.24
H 4.5870 0.3900 -4.2359 0.288 1.201 -1.091 0.22
H 2.8388 0.6216 -4.8680 -0.469 -1.291 0.817 0.23
H 0.7837 4.5069 -2.4317 0.052 0.110 -0.204 0.26
H 2.4533 4.0731 -2.8528 -0.012 -0.001 -0.093 0.25
H -0.6630 4.4997 -5.8796 0.468 0.224 0.049 0.24
H -0.6430 5.0799 -4.1874 0.162 0.164 -0.230 0.22
H -1.6754 2.3871 -4.1321 0.039 -0.031 -0.132 0.21
H -2.5088 3.8863 -3.8201 -0.269 -0.113 -0.167 0.21
H -2.5018 3.2127 -5.4680 -0.020 -0.004 0.022 0.23
C -5.6224 -4.0710 3.9258 -0.178 0.111 -0.002 -0.63
C -5.3831 -4.4806 2.4807 0.474 0.009 0.379 0.09
C -4.3820 -5.6218 2.3886 -0.028 -0.086 -0.187 -0.63
O -4.9083 -3.3593 1.7334 -0.211 0.054 -0.199 -0.72
H -4.6923 -3.7212 4.3846 0.050 -0.111 -0.015 0.19
H -6.3365 -3.2481 3.9767 -0.040 -0.043 -0.021 0.22
H -6.0078 -4.9033 4.5158 0.025 0.011 0.021 0.22
H -6.3262 -4.7829 2.0246 0.014 0.124 -0.111 0.18
H -3.4151 -5.3186 2.8013 -0.050 0.016 0.105 0.19
H -4.2151 -5.9003 1.3476 -0.057 -0.017 0.003 0.22
H -4.7310 -6.5003 2.9326 0.028 0.004 0.012 0.22
H -4.0730 -3.0785 2.1238 0.017 -0.046 0.013 0.46
```
Positions in Å, forces in eV/Å.

## Properties
Energy relative to the best compared isomer or geometry (same formula, charge and spin) = 0.0 kcal per mole
HOMO = -11.642 eV
Net charge = +1
Gap between HOMO and LUMO = 7.413 eV

=====

# 3
Formula: C26H37O6Zr
Source: OMol25
Level of theory: ωB97M-V/def2-TZVPD

The geometry in XYZ format:
```
70
Properties=species:S:1:pos:R:3:forces:R:3:nbo_charge:R:1
C -6.6790 -0.5185 -1.4716 -0.755 0.552 -1.284 -0.29
C -5.6918 -1.2531 -2.4798 -1.102 -0.042 0.623 -0.38
C -6.2290 -0.8062 -0.0473 -0.114 -0.042 -0.295 -0.40
C -5.0318 -1.7455 -0.1214 -0.354 0.370 -0.171 -0.23
H -7.0625 -1.1597 0.5319 -0.169 -0.285 0.170 0.25
H -5.9446 0.1616 0.3430 0.299 -0.128 0.510 0.24
C -4.5042 -1.5819 -1.5958 0.398 0.817 0.419 -0.26
H -5.4046 -0.5429 -3.2771 -0.218 -0.719 0.129 0.22
H -6.1883 -2.1576 -2.8716 0.178 0.376 -0.039 0.21
C -3.7086 -0.2574 -1.4771 1.440 0.118 0.743 -0.11
H -3.8402 -2.3713 -1.9747 -0.495 -0.018 0.189 0.23
H -5.2655 -2.7789 0.1480 0.044 0.132 0.040 0.22
C -3.9506 -1.0513 0.7092 0.403 -0.817 0.158 0.27
C -6.6412 1.0002 -1.6779 1.748 0.904 -0.030 0.84
C -8.1760 -0.7967 -1.5541 -1.020 -0.759 1.182 0.84
O -8.8601 -0.8852 -0.5438 0.614 -0.233 -1.986 -0.58
O -5.6294 1.6631 -1.8795 -2.341 -0.408 0.061 -0.60
O -7.8586 1.5527 -1.5382 0.501 0.473 0.015 -0.52
O -8.7523 -0.9234 -2.7669 0.278 0.381 -0.459 -0.52
C -8.0949 -0.4320 -3.9778 -0.140 -0.232 0.585 -0.26
H -7.4193 -1.2052 -4.3819 -0.377 0.465 0.119 0.19
H -7.5464 0.5193 -3.8091 -0.389 -0.677 -0.109 0.19
H -8.9348 -0.2531 -4.6500 0.255 0.004 -0.055 0.20
C -7.8528 2.9878 -1.5616 -0.004 0.189 -0.023 -0.26
H -7.2433 3.3789 -0.7365 -0.149 -0.126 -0.276 0.20
H -8.8945 3.2793 -1.4417 0.092 -0.001 -0.009 0.20
H -7.4528 3.3539 -2.5161 -0.085 -0.089 0.287 0.19
O -3.7980 0.1011 -0.0741 1.258 1.199 -0.940 -0.55
H -4.1305 0.5634 -2.0771 0.366 -0.666 0.657 0.23
H -2.6327 -0.3241 -1.7701 -0.661 -0.336 0.363 0.20
C -2.7605 -1.9905 0.7412 1.101 -0.815 0.687 -0.64
C -4.1905 -0.5738 2.1565 0.049 -0.480 -0.007 -0.62
H -4.3126 -1.4451 2.8226 -0.183 0.278 -0.255 0.21
H -5.0044 0.1479 2.3198 0.161 -0.334 -0.289 0.21
H -3.2483 -0.1098 2.4675 -0.187 0.104 -0.088 0.24
H -1.9853 -1.7094 1.4667 0.066 0.457 -0.487 0.25
H -2.2802 -2.1701 -0.2285 -0.180 0.254 0.254 0.22
H -3.0624 -2.9795 1.1287 -0.319 0.207 -0.281 0.19
Zr 1.1312 -0.0073 0.6736 -2.734 2.576 -1.484 1.07
C 2.1598 -1.6824 -0.5208 -0.848 -1.059 -1.692 -0.45
C 0.7646 -2.1016 -0.4486 1.522 -0.756 -1.914 -0.38
C 0.0280 -1.3409 -1.4265 1.008 -0.789 0.323 -0.30
H 0.4203 -3.0086 0.0500 -0.072 0.615 0.159 0.23
C 0.9417 -0.4755 -2.0821 0.835 -0.472 0.196 -0.31
C 2.2428 -0.6305 -1.5173 0.014 -1.194 -0.009 -0.36
H 3.1597 -0.2113 -1.9317 -0.339 -0.050 0.384 0.23
H 3.0366 -2.1543 -0.0711 -0.508 0.260 0.132 0.24
H -0.9444 -1.6319 -1.8510 0.357 0.510 0.729 0.21
H 0.7634 0.0600 -3.0149 -0.221 0.269 0.599 0.21
C 0.4801 2.0734 1.6570 -0.245 0.108 -0.811 -0.46
C 1.4649 2.3833 0.6420 0.657 0.768 0.233 -0.44
C 0.8154 2.2307 -0.6301 -0.629 0.438 0.434 -0.34
H 2.4586 2.8305 0.8107 -0.883 -0.194 -0.201 0.24
C -0.5303 1.8059 -0.4219 0.705 1.151 0.532 -0.29
C -0.7427 1.6617 0.9870 0.219 0.914 0.021 -0.35
H -1.7385 1.6096 1.4534 0.683 -0.414 -0.315 0.22
H 0.6336 2.2609 2.7198 -0.168 -0.415 -0.273 0.22
H 1.2647 2.5589 -1.5729 -0.218 -0.560 0.306 0.22
H -1.3316 1.8619 -1.1752 0.569 -0.670 0.385 0.22
C 1.2081 -3.0064 3.3565 0.346 -0.141 0.160 -0.62
C 1.1967 -1.4918 3.4689 -1.226 1.096 -1.962 0.11
C 2.5197 -0.7588 3.6043 0.335 -0.309 0.161 -0.63
O 0.5626 -0.9462 2.2758 0.628 -1.713 3.082 -0.88
H 1.6778 -3.3567 2.4275 -0.076 0.213 0.157 0.21
H 0.1900 -3.4050 3.4094 0.066 0.177 -0.185 0.21
H 1.7486 -3.4360 4.2000 0.169 -0.127 0.109 0.19
H 0.5534 -1.2251 4.3127 -0.001 0.015 0.226 0.15
H 3.1354 -0.8883 2.6979 -0.204 0.055 0.298 0.23
H 2.3342 0.3126 3.7494 -0.013 -0.232 -0.188 0.22
H 3.0868 -1.1049 4.4645 0.266 -0.145 0.301 0.18
```
Positions in Å, forces in eV/Å.

## Properties
Energy relative to the best compared isomer or geometry (same formula, charge and spin) = 28.5 kcal per mole
HOMO (spin up / spin down) = -0.426 / -0.414 eV
Net charge = -1
Gap between HOMO and LUMO (spin up / spin down) = 2.587 / 2.575 eV

=====

What did we get for molar mass? Answer: 634.3; 441.7; 536.8 g/mol, in the order shown.
What did we get for electronic energy? Answer: -3080.72516; -1670.68183; -1511.33804 Eh, in the order shown.